Record 1
6 unconnected molecules or ions with the total composition C44H88BI2NOS at a distorted geometry, computed with the ωB97M-V functional and the def2-TZVPD basis.

For the largest force on an atom, the calculation gives 1.6 eV/A. The highest occupied orbital energy comes out at -0.3355 hartree. Its SMILES is C[C@H](CB(N=C=S)[C@@H](I)[C@H](C)I)OCc1ccccc1.CCCCCC.CCCCCC.CCCCCC.CCCCCC.CCCCCC. Its LUMO energy is -0.01110 Ha. Its orbital gap is 0.3244 hartree.

Atoms and positions in Å:
C: -2.4850 1.1356 1.7628
C: -2.6009 2.2026 0.6553
C: -3.8149 3.1402 0.9335
B: -4.8738 3.0988 -0.2357
N: -4.5491 3.9478 -1.4105
C: -4.8063 3.5177 -2.5166
S: -5.3333 3.1203 -3.9378
C: -6.2513 2.2897 -0.2181
I: -6.0572 0.3453 -1.1061
C: -6.9666 2.2883 1.1435
C: -6.5012 1.2638 2.1719
I: -9.1049 2.1301 0.8505
O: -2.7048 1.6098 -0.6216
C: -1.4842 1.5134 -1.3193
C: -1.2165 0.1131 -1.8622
C: 0.0971 -0.1737 -2.2585
C: 0.3948 -1.4438 -2.7109
C: -0.5760 -2.4358 -2.7843
C: -1.8696 -2.1210 -2.4219
C: -2.1992 -0.8487 -1.9578
H: -1.8723 1.5093 2.5881
H: -2.0105 0.2217 1.3981
H: -3.4589 0.8807 2.1816
H: -1.7066 2.8219 0.7652
H: -4.2201 2.9872 1.9323
H: -3.4121 4.1599 0.9283
H: -6.9021 2.8351 -0.9075
H: -6.8159 3.2797 1.5760
H: -6.3510 0.2651 1.7634
H: -5.5982 1.5641 2.7036
H: -7.2804 1.1683 2.9310
H: -1.4739 2.2281 -2.1533
H: -0.6101 1.7544 -0.7050
H: 0.8719 0.5833 -2.2033
H: 1.4184 -1.6676 -2.9950
H: -0.3431 -3.4410 -3.1110
H: -2.6589 -2.8602 -2.4893
H: -3.2153 -0.6178 -1.6668
C: 2.9029 -2.3422 5.7789
C: 1.6319 -3.0281 5.2888
C: 1.1656 -2.5353 3.9207
C: 0.7969 -1.0522 3.8640
C: -0.2905 -0.6199 4.8468
C: -1.6301 -1.3101 4.6092
H: 2.7537 -1.2698 5.9146
H: 3.2095 -2.7574 6.7404
H: 3.7239 -2.4885 5.0738
H: 0.8378 -2.8991 6.0299
H: 1.8175 -4.1035 5.2234
H: 0.3108 -3.1378 3.6005
H: 1.9548 -2.7239 3.1859
H: 0.4708 -0.8156 2.8455
H: 1.6909 -0.4465 4.0389
H: -0.4312 0.4607 4.7501
H: 0.0352 -0.7937 5.8765
H: -1.9906 -1.1169 3.5968
H: -2.3795 -0.9385 5.3103
H: -1.5603 -2.3901 4.7472
C: -0.7337 4.4975 -4.5160
C: -0.3089 3.0875 -4.9163
C: 1.1872 2.8375 -4.7911
C: 2.0897 3.6851 -5.6858
C: 1.8039 3.5837 -7.1826
C: 2.0013 2.1779 -7.7423
H: -0.2935 5.2526 -5.1692
H: -1.8183 4.6031 -4.5778
H: -0.4343 4.7186 -3.4884
H: -0.6573 2.8829 -5.9323
H: -0.8101 2.3633 -4.2674
H: 1.3663 1.7773 -4.9982
H: 1.4805 2.9964 -3.7467
H: 3.1282 3.3900 -5.5012
H: 2.0195 4.7351 -5.3856
H: 2.4761 4.2670 -7.7083
H: 0.7885 3.9267 -7.4001
H: 3.0217 1.8294 -7.5687
H: 1.8220 2.1652 -8.8185
H: 1.3140 1.4619 -7.2888
C: 7.0600 3.3116 -0.7445
C: 6.8300 3.3226 -2.2530
C: 5.3735 3.0840 -2.6463
C: 4.7984 1.7284 -2.2322
C: 5.5545 0.5134 -2.7657
C: 5.5588 0.4264 -4.2894
H: 6.8192 2.3419 -0.3059
H: 8.1050 3.5242 -0.5145
H: 6.4479 4.0701 -0.2521
H: 7.4784 2.5815 -2.7284
H: 7.1374 4.2953 -2.6458
H: 5.2761 3.2041 -3.7293
H: 4.7545 3.8702 -2.2017
H: 3.7585 1.6761 -2.5736
H: 4.7575 1.6678 -1.1406
H: 5.0839 -0.3887 -2.3651
H: 6.5827 0.5115 -2.3940
H: 4.5392 0.3895 -4.6803
H: 6.0767 -0.4750 -4.6205
H: 6.0672 1.2795 -4.7415
C: -4.3163 -5.7426 -8.3792
C: -3.4745 -5.0126 -7.3367
C: -3.7000 -5.5176 -5.9127
C: -5.1231 -5.3401 -5.3805
C: -5.6378 -3.9017 -5.3852
C: -4.8224 -2.9671 -4.4976
H: -5.3843 -5.5984 -8.2094
H: -4.0913 -5.3728 -9.3807
H: -4.1102 -6.8149 -8.3643
H: -3.6700 -3.9384 -7.3941
H: -2.4182 -5.1448 -7.5855
H: -2.9947 -5.0144 -5.2444
H: -3.4452 -6.5814 -5.8693
H: -5.1604 -5.7274 -4.3572
H: -5.8103 -5.9632 -5.9599
H: -6.6732 -3.9052 -5.0340
H: -5.6635 -3.5091 -6.4052
H: -4.8152 -3.3209 -3.4638
H: -5.2495 -1.9624 -4.5050
H: -3.7895 -2.8847 -4.8391
C: 4.8685 -1.8933 12.1332
C: 4.6715 -1.7676 10.6252
C: 4.2786 -0.3603 10.1791
C: 2.9471 0.1471 10.7355
C: 1.7396 -0.7315 10.4143
C: 1.4629 -0.8515 8.9190
H: 3.9472 -1.6862 12.6798
H: 5.1845 -2.9040 12.3956
H: 5.6364 -1.2008 12.4842
H: 3.9256 -2.4941 10.2911
H: 5.6064 -2.0379 10.1271
H: 4.2522 -0.3316 9.0858
H: 5.0664 0.3390 10.4769
H: 2.7691 1.1533 10.3429
H: 3.0233 0.2601 11.8207
H: 0.8604 -0.3009 10.9011
H: 1.8683 -1.7283 10.8448
H: 1.2932 0.1309 8.4722
H: 0.5720 -1.4582 8.7444
H: 2.2901 -1.3285 8.3939

Forces on atoms 1 to 3 (eV/Å):
0.1 0.0 0.0
-0.3 -0.1 1.5
0.2 0.5 -0.4

---

Record 2
A molecular structure, C44H88CoKO37P at a distorted geometry, computed with the ωB97M-V functional and the def2-TZVPD basis.

For the largest force on an atom, the calculation gives 5.4 eV/A. The highest occupied orbital energy (spin up / spin down) comes out at -0.2812 / -0.2788 hartree. The spin multiplicity is 4. Its LUMO energy (spin up / spin down) is -0.00870 / -0.00872 Ha. Its orbital gap (spin up / spin down) is 0.2725 / 0.2701 hartree. The energy relative to the best compared isomer or geometry (same formula, charge and spin) is 0.0 kcal/mol.

Atoms and positions in Å:
Co: 2.1110 0.3862 0.1703
K: 0.4860 -1.9144 -3.9624
P: 0.3672 -0.6295 -0.8603
O: 1.7514 -0.5045 -1.5508
O: 0.9536 -1.1970 0.4845
O: -0.6667 -1.4164 -1.7495
O: 0.2483 0.8583 -0.4078
C: -1.5264 -3.0756 1.7517
C: -0.2329 -3.3174 2.5212
O: -0.2126 -4.5830 3.1757
C: 0.9072 -4.9683 3.7792
O: 2.0265 -4.4094 3.6647
O: 0.6585 -6.0580 4.5350
C: 1.6571 -6.7791 5.2252
H: -1.8659 -3.7848 0.9968
H: -1.4307 -2.1219 1.2326
H: -2.3005 -2.7887 2.4634
H: 0.0186 -2.6221 3.3221
H: 0.6506 -3.2303 1.8889
H: 1.9748 -6.2682 6.1341
H: 2.5408 -7.0603 4.6525
H: 1.2942 -7.7809 5.4548
C: -1.2474 -2.0929 -9.5030
C: -1.0610 -0.5981 -9.0261
O: -0.9802 -0.6664 -7.6216
C: -2.0129 -0.3758 -6.7792
O: -3.1633 -0.1702 -7.1149
O: -1.5438 -0.4091 -5.5333
C: -2.3852 -0.2623 -4.3815
H: -1.5924 -2.0925 -10.5369
H: -1.9716 -2.6538 -8.9122
H: -0.2701 -2.5742 -9.4665
H: -1.8389 0.0784 -9.3802
H: -0.1657 -0.1493 -9.4563
H: -2.9145 0.6904 -4.3625
H: -1.7292 -0.3386 -3.5144
H: -3.0370 -1.1308 -4.2877
C: -2.8773 2.3869 -0.9418
C: -2.2515 3.7409 -0.9795
O: -3.1287 4.5487 -1.8011
C: -4.0985 5.3144 -1.3047
O: -4.1454 5.5487 -0.1135
O: -4.9308 5.8274 -2.3103
C: -6.1284 6.5390 -1.9767
H: -2.3138 1.7001 -0.3102
H: -2.7189 1.8441 -1.8737
H: -3.9557 2.4322 -0.7905
H: -1.3240 3.6626 -1.5468
H: -2.0945 4.0568 0.0519
H: -6.5074 7.1704 -2.7804
H: -5.9456 7.2818 -1.2003
H: -6.9452 5.8742 -1.6960
C: 0.9590 -9.1592 1.8597
C: -0.1427 -8.4218 1.1653
O: 0.4238 -7.1840 0.7393
C: -0.1287 -6.2922 -0.0059
O: -1.3073 -6.3172 -0.3366
O: 0.7751 -5.4371 -0.4360
C: 0.4352 -4.3169 -1.1869
H: 0.5577 -10.0326 2.3737
H: 1.5614 -8.5486 2.5323
H: 1.6311 -9.5338 1.0877
H: -0.9709 -8.2122 1.8422
H: -0.5194 -8.9762 0.3057
H: 0.1843 -3.4613 -0.5600
H: -0.4768 -4.5536 -1.7348
H: 1.2068 -3.9794 -1.8788
C: 0.5678 2.8219 5.8943
C: 1.4669 1.5849 5.4609
O: 1.7121 1.6281 4.0744
C: 2.3014 0.6834 3.3712
O: 2.5817 0.8170 2.1525
O: 2.7300 -0.3878 4.1096
C: 3.2979 -1.4847 3.4802
H: 1.1622 3.7192 5.7223
H: 0.2510 2.7229 6.9326
H: -0.3363 2.9574 5.3009
H: 0.9693 0.6866 5.8263
H: 2.4122 1.6139 6.0030
H: 3.6123 -2.2457 4.1944
H: 4.1650 -1.3546 2.8326
H: 2.5893 -1.9257 2.7791
C: 0.7506 3.8087 1.1340
C: -0.1977 3.9953 2.3184
O: -0.5899 5.3262 2.2618
C: -1.3502 5.8127 3.2225
O: -1.3935 5.3477 4.3602
O: -1.9200 6.9257 2.7280
C: -2.8483 7.6620 3.4935
H: 1.6708 4.3929 1.1210
H: 0.2214 3.8691 0.1830
H: 0.9914 2.7460 1.1059
H: 0.2161 3.8331 3.3137
H: -1.0510 3.3304 2.1845
H: -3.7727 7.0872 3.5493
H: -3.0758 8.5881 2.9656
H: -2.4296 7.9049 4.4702
C: 5.9605 -0.3842 -4.2352
C: 4.7199 -1.0564 -3.5129
O: 5.1123 -2.3566 -3.2083
C: 4.2664 -3.3477 -3.3281
O: 3.1134 -3.2698 -3.5915
O: 4.8155 -4.5070 -2.9107
C: 3.9748 -5.6484 -2.7297
H: 6.0750 -0.8868 -5.1956
H: 6.9078 -0.4251 -3.6975
H: 5.8213 0.6875 -4.3777
H: 3.8184 -0.9721 -4.1197
H: 4.5660 -0.6152 -2.5281
H: 3.0034 -5.4880 -2.2620
H: 4.5970 -6.3564 -2.1823
H: 3.7319 -6.0841 -3.6988
C: 6.8806 0.8461 -0.6429
C: 6.7398 -0.0918 0.5538
O: 6.1684 -1.3405 0.0901
C: 4.8129 -1.5532 0.1578
O: 3.9823 -0.6888 0.3695
O: 4.4971 -2.9158 -0.0775
C: 3.1734 -3.2795 -0.1476
H: 7.2807 1.8278 -0.3893
H: 5.8989 1.0402 -1.0748
H: 7.5779 0.4136 -1.3604
H: 6.0944 0.3764 1.2970
H: 7.6980 -0.4839 0.8947
H: 3.1101 -4.3474 -0.3565
H: 2.6915 -2.6146 -0.8643
H: 2.7038 -3.2264 0.8346
C: -8.1991 -1.1275 2.1373
C: -7.2071 -0.0463 1.7289
O: -6.0475 -0.6816 1.2764
C: -5.3987 -0.4102 0.2046
O: -5.7372 0.3358 -0.7005
O: -4.3229 -1.1529 0.1772
C: -3.5207 -1.2444 -1.0069
H: -7.7309 -1.8283 2.8286
H: -8.5003 -1.7939 1.3291
H: -9.1066 -0.7760 2.6283
H: -6.9037 0.5727 2.5733
H: -7.5456 0.6335 0.9471
H: -4.0620 -1.3189 -1.9501
H: -2.7693 -2.0227 -0.8738
H: -3.0743 -0.2527 -1.0805
C: 3.4541 6.0012 -1.2081
C: 4.5856 5.1202 -1.6432
O: 4.6170 3.8639 -0.9457
C: 3.5678 2.9942 -1.1743
O: 3.1001 2.1135 -0.4027
O: 3.1422 3.0989 -2.4688
C: 1.9984 2.5047 -2.8889
H: 2.5556 5.6725 -1.7303
H: 3.7166 6.9822 -1.6042
H: 3.2173 6.0240 -0.1444
H: 5.4202 5.7169 -1.2752
H: 4.5579 5.0366 -2.7297
H: 1.8769 1.4318 -2.7396
H: 1.9372 2.7228 -3.9551
H: 1.2121 3.0724 -2.3913
C: -4.5540 4.2320 2.7671
C: -4.9473 2.7900 3.0278
O: -3.7584 1.9646 2.8908
C: -2.9007 1.9432 3.9498
O: -3.0834 2.5739 5.0175
O: -1.8026 1.2287 3.6301
C: -1.6265 0.6269 2.2564
H: -5.3774 4.7272 2.2524
H: -3.7068 4.2515 2.0816
H: -4.2583 4.6948 3.7086
H: -5.6252 2.3946 2.2713
H: -5.3634 2.6560 4.0263
H: -1.0833 -0.3116 2.3670
H: -0.9984 1.2619 1.6316
H: -2.5647 0.5139 1.7131

Forces on atoms 1 to 3 (eV/Å):
1.2 0.5 1.0
0.4 0.1 0.3
-0.1 -1.0 0.0

---

Among the records above, which one has the lowest largest force on an atom? C44H88BI2NOS

---

Number 1 is which compound? C44H88BI2NOS